(1)
{
  "formula": "H26O13",
  "method": "the ωB97M-V functional and the def2-TZVPD basis",
  "symbols": ["H", "H", "H", "H", "H", "H", "H", "H", "H", "H", "H", "H", "H", "H", "H", "H", "H", "H", "H", "H", "H", "H", "H", "H", "H", "H", "O", "O", "O", "O", "O", "O", "O", "O", "O", "O", "O", "O", "O"],
  "xyz": [[-0.35885, 0.85586, -0.48095], [-1.04717, -0.49915, -0.46695], [1.34828, 2.83802, -0.14029], [1.50502, 4.05513, -1.03701], [-1.49650, 2.24165, 0.37641], [-2.57074, 3.10463, 1.01776], [-2.96292, 0.81189, 3.15177], [-1.64938, 0.06974, 3.33580], [-0.13524, 2.11097, -2.33715], [-0.57867, 1.87571, -3.77174], [0.55354, -0.92537, -5.23324], [1.25169, -1.64484, -4.09087], [2.49979, -4.21452, 1.03352], [2.36182, -2.74309, 1.38831], [-4.45160, -1.25949, 1.29205], [-3.49356, -0.68174, 0.26325], [0.89794, -3.20282, -0.66664], [0.38724, -2.16018, -1.64752], [-0.79893, 4.66102, 1.70171], [0.14242, 3.81511, 0.86009], [1.04036, 0.08432, 0.07938], [1.37415, 0.81340, 1.37053], [-1.80877, -4.39364, 0.67412], [-1.47536, -3.27693, 1.64975], [3.76368, -0.71877, 0.08776], [5.15304, -1.33489, 0.07753], [-1.17248, 0.41400, -0.74879], [0.95222, 3.27732, -0.90131], [-1.61422, 3.00838, 0.94847], [-2.06826, 0.92354, 3.49251], [-0.90633, 1.87548, -2.86531], [0.88418, -1.79153, -4.96974], [3.01855, -3.41354, 1.16882], [-3.51605, -1.08654, 1.13768], [0.70571, -2.26147, -0.74347], [-0.00513, 4.11780, 1.76319], [1.41508, -0.05591, 0.95625], [-1.59372, -4.23217, 1.59969], [4.44918, -1.05737, 0.67464]],
  "mulliken_charge": [0.2227, 0.2721, 0.2866, 0.2866, 0.3438, 0.2186, 0.3031, 0.2872, 0.2887, 0.2757, 0.3212, 0.3056, 0.2827, 0.2965, 0.2819, 0.2895, 0.2519, 0.2790, 0.3074, 0.4025, 0.1308, 0.3033, 0.3040, 0.3097, 0.2763, 0.2971, -0.4291, -0.6590, -0.4810, -0.5874, -0.5542, -0.6277, -0.5855, -0.5805, -0.4910, -0.6538, -0.5631, -0.6271, -0.5853],
  "charge": 0
}



(2)
{
  "formula": "H26O13",
  "method": "the ωB97M-V functional and the def2-TZVPD basis",
  "symbols": ["O", "H", "H", "O", "H", "H", "O", "H", "H", "O", "H", "H", "O", "H", "H", "O", "H", "H", "O", "H", "H", "O", "H", "H", "O", "H", "H", "O", "H", "H", "O", "H", "H", "O", "H", "H", "O", "H", "H"],
  "xyz": [[2.09057, -0.76513, -1.31375], [2.41902, 0.02314, -1.82215], [1.91533, -0.22632, -0.52121], [0.11080, 2.48085, 3.02489], [0.99076, 1.92304, 2.65780], [-0.47975, 2.45966, 2.28745], [-0.56081, -3.70262, -0.40109], [0.34759, -3.86882, -0.14811], [-0.61194, -2.80380, -0.70242], [-0.69890, 0.42684, -1.33867], [-0.42693, -0.53751, -1.31739], [-1.09094, 0.47860, -0.48576], [-3.13905, -2.64510, -0.10841], [-2.18296, -3.13298, 0.04015], [-2.96556, -1.82238, -0.53825], [2.74214, 2.62477, -1.74957], [2.69860, 3.46062, -1.39356], [2.00563, 2.68415, -2.39667], [-1.57519, -1.61461, -2.34775], [-2.23610, -0.82869, -2.57007], [-1.43086, -2.13839, -3.21024], [-0.56400, -0.22707, 1.35347], [-0.88908, 0.71554, 1.83167], [0.23086, 0.02999, 0.88675], [1.42622, 1.41183, 1.04175], [1.59909, 2.40510, 1.03772], [2.24120, 0.94501, 1.01951], [1.27622, -2.50999, 1.73527], [1.12977, -3.28703, 2.42517], [0.66143, -1.81033, 2.06895], [3.48713, 0.10941, 0.41517], [4.09810, 0.66368, -0.14469], [4.11698, -0.73938, 0.29601], [-2.58662, 2.16366, 1.44359], [-1.95954, 2.35136, 1.93259], [-3.34782, 2.65604, 1.31951], [-3.08524, 0.68606, -1.62471], [-2.16590, 1.07380, -1.75153], [-3.59022, 0.88702, -0.93140]],
  "mulliken_charge": [-0.5830, 0.3114, 0.2387, -0.6604, 0.5271, 0.2536, -0.7136, 0.2928, 0.2833, -0.7782, 0.4326, 0.6022, -0.6932, 0.4300, 0.3467, -0.5701, 0.2638, 0.3174, -0.5504, 0.3326, 0.2228, -0.6833, 0.1845, 0.3539, -0.7315, 0.3126, 0.4024, -0.6310, 0.3069, 0.3139, -0.7620, 0.3084, 0.3309, -0.4463, 0.1353, 0.3076, -0.6320, 0.4042, 0.2195],
  "charge": 0
}



(3)
{
  "formula": "H26O13",
  "method": "the ωB97M-V functional and the def2-TZVPD basis",
  "symbols": ["O", "H", "H", "O", "H", "H", "O", "H", "H", "O", "H", "H", "O", "H", "H", "O", "H", "H", "O", "H", "H", "O", "H", "H", "O", "H", "H", "O", "H", "H", "O", "H", "H", "O", "H", "H", "O", "H", "H"],
  "xyz": [[-0.99329, -2.68368, 0.13267], [-0.87792, -1.93811, 0.72177], [-1.58259, -3.27280, 0.60373], [-0.88293, 2.03371, -1.28899], [-1.30818, 2.79131, -0.88717], [-1.47588, 1.77107, -1.99302], [2.10030, 0.65146, 1.83080], [2.93179, 1.00830, 1.51854], [1.92315, -0.08811, 1.24952], [-2.03346, 0.38827, 0.93047], [-1.40479, -0.14874, 0.44814], [-1.56313, 1.20140, 1.11445], [-0.36907, -0.26049, -0.22060], [0.12177, -0.23032, 0.60060], [0.07632, 0.36728, -0.78961], [-0.36038, 2.20076, 1.08440], [-0.37560, 1.63730, 0.31077], [-0.31310, 3.08983, 0.73287], [0.12571, 0.58870, -2.94250], [-0.31133, -0.16766, -3.33383], [-0.17543, 0.59635, -2.03394], [0.94390, -1.68158, -1.24618], [0.04258, -1.36667, -1.17790], [1.12450, -1.69033, -2.18616], [0.25599, 0.98849, 2.72288], [-0.22336, 1.38643, 1.99617], [1.12291, 0.79960, 2.36370], [1.02636, 1.26129, -0.71569], [0.86720, 2.12929, -1.08646], [1.97506, 1.14679, -0.77147], [1.78377, -0.89113, 0.42236], [2.47126, -0.40083, -0.02842], [1.31902, -1.35084, -0.27685], [-0.47743, -1.61659, 1.94936], [-0.59575, -1.33127, 2.85534], [0.26552, -2.21922, 1.98261], [-1.45456, -1.51437, -1.81458], [-2.16098, -2.15947, -1.78184], [-1.53797, -1.02541, -0.99593]],
  "mulliken_charge": [-0.7069, 0.6583, 0.2625, -0.6620, 0.2812, 0.2021, -0.6379, 0.3258, 0.2952, -0.8661, 0.2571, 0.7315, 0.3852, 0.0266, -0.5269, -0.6698, 0.1943, 0.3028, -0.6465, 0.2938, 0.5870, -0.6148, -0.2985, 0.4419, -1.0211, 0.4280, 0.5356, -0.3342, 0.3673, 0.3607, -0.8605, 0.2490, 0.7251, -0.5911, 0.3395, 0.2983, -0.6599, 0.2579, 0.2898],
  "charge": 0
}



(4)
{
  "formula": "H26O13",
  "method": "the ωB97M-V functional and the def2-TZVPD basis",
  "symbols": ["O", "H", "H", "O", "H", "H", "O", "H", "H", "O", "H", "H", "O", "H", "H", "O", "H", "H", "O", "H", "H", "O", "H", "H", "O", "H", "H", "O", "H", "H", "O", "H", "H", "O", "H", "H", "O", "H", "H"],
  "xyz": [[-21.92785, -8.09531, -12.90443], [-22.82450, -8.06864, -12.57045], [-22.02713, -8.20827, -13.84975], [-22.30549, -8.09062, -14.90688], [-21.88130, -8.79176, -15.40153], [-22.44112, -7.39280, -15.54789], [-20.80492, -9.26527, -16.22731], [-20.56215, -9.56428, -15.35102], [-20.02726, -9.42911, -16.76080], [-23.54445, -5.78106, -14.36376], [-23.48149, -5.38763, -13.49342], [-22.71465, -5.56106, -14.78716], [-20.34772, -6.60719, -13.60108], [-20.58869, -5.95841, -12.93983], [-21.00738, -7.29526, -13.51377], [-23.26303, -10.33741, -14.21493], [-22.31320, -10.36745, -14.10020], [-23.61378, -10.38378, -13.32552], [-22.57574, -10.52707, -17.16961], [-21.87924, -10.03685, -16.73281], [-22.22631, -10.71616, -18.04046], [-21.66345, -6.58381, -16.82624], [-22.56978, -6.66142, -16.52827], [-21.37435, -5.73308, -16.49622], [-23.68645, -6.58172, -16.25233], [-23.87851, -6.14943, -15.42018], [-24.46494, -6.42831, -16.78776], [-22.25965, -8.00202, -18.23146], [-21.94965, -7.29838, -17.66136], [-21.47257, -8.31275, -18.67888], [-21.52929, -5.11996, -15.00112], [-20.74713, -4.81307, -15.45968], [-21.23835, -5.89710, -14.52399], [-24.40583, -8.14121, -14.30146], [-23.54692, -8.51032, -14.50700], [-24.21657, -7.39585, -13.73150], [-21.11522, -10.20574, -14.12967], [-20.76480, -9.81507, -13.32916], [-20.57017, -10.97847, -14.27811]],
  "mulliken_charge": [-0.8574, 0.3461, 0.7648, 0.4275, 0.1553, -0.4965, -0.6649, 0.1815, 0.2983, -0.7397, 0.3854, 0.3615, -0.8457, 0.3209, 0.1685, -0.7258, 0.3916, 0.2345, -0.6367, 0.3097, 0.2930, -0.6270, 0.2939, 0.2432, -0.5122, 0.4120, 0.2076, -0.7582, 0.7439, 0.2153, -0.8423, 0.3424, 0.6349, -0.8434, 0.6003, 0.2385, -0.6902, 0.2797, 0.3897],
  "charge": 0
}



(5)
{
  "formula": "H26O13",
  "method": "the ωB97M-V functional and the def2-TZVPD basis",
  "symbols": ["H", "H", "H", "H", "H", "H", "H", "H", "H", "H", "H", "H", "H", "H", "H", "H", "H", "H", "H", "H", "H", "H", "H", "H", "H", "H", "O", "O", "O", "O", "O", "O", "O", "O", "O", "O", "O", "O", "O"],
  "xyz": [[-1.33744, -0.06661, -0.31735], [0.09060, -0.04206, 0.20239], [-4.61092, 2.09317, -1.80431], [-3.17470, 1.79663, -2.20355], [-1.99622, 0.27045, -4.04304], [-0.59417, 0.67580, -3.61877], [2.64804, -3.23019, 1.46387], [1.82123, -3.67007, 2.66092], [-0.01387, -0.26733, 3.38483], [0.31844, -0.21313, 4.86695], [-1.88394, -3.40989, 1.98012], [-1.43527, -3.75856, 3.38979], [-4.03115, -1.94936, -1.49979], [-4.07866, -3.35795, -0.93089], [0.52863, -3.19744, 0.31874], [0.38044, -1.96688, -0.56092], [2.73359, 1.39026, 2.65745], [2.51126, 1.27474, 1.15836], [0.77044, 4.63078, -2.67169], [0.31480, 3.61192, -1.64001], [2.66598, 0.20237, -2.02167], [2.13881, -0.44385, -0.75102], [4.28650, 0.98157, -0.71230], [3.84457, 0.02647, 0.38429], [0.41265, 3.94001, -0.02690], [-1.00434, 3.43031, -0.23281], [-0.46405, 0.29173, -0.51171], [-3.83499, 2.49877, -2.20733], [-1.47002, 1.03836, -3.79319], [2.35327, -4.01708, 1.93600], [0.15880, -0.83270, 4.14609], [-1.83143, -4.14537, 2.60084], [-4.40830, -2.46519, -0.77822], [-0.09129, -2.75659, -0.27315], [2.23053, 1.77672, 1.93179], [0.20567, 4.53455, -1.89659], [2.24973, 0.41299, -1.17824], [4.06399, 0.95139, 0.22502], [-0.46721, 3.96124, 0.36602]],
  "mulliken_charge": [0.2948, 0.2088, 0.3145, 0.2929, 0.3057, 0.2915, 0.2788, 0.3405, 0.3107, 0.3062, 0.3083, 0.3193, 0.2972, 0.3281, 0.3362, 0.2639, 0.2979, 0.3734, 0.2827, 0.2658, 0.3153, 0.2667, 0.3085, 0.2934, 0.3218, 0.3085, -0.5010, -0.6088, -0.6057, -0.6361, -0.6126, -0.6327, -0.6267, -0.5721, -0.6225, -0.5941, -0.6306, -0.6024, -0.5859],
  "charge": 0
}



(6)
{
  "formula": "H26O13",
  "method": "the ωB97M-V functional and the def2-TZVPD basis",
  "symbols": ["O", "H", "H", "O", "H", "H", "O", "H", "H", "O", "H", "H", "O", "H", "H", "O", "H", "H", "O", "H", "H", "O", "H", "H", "O", "H", "H", "O", "H", "H", "O", "H", "H", "O", "H", "H", "O", "H", "H"],
  "xyz": [[-3.74773, -0.99943, -0.81386], [-3.34161, -0.49382, -1.44144], [-3.55305, -1.91759, -1.12014], [0.51055, -1.49003, -3.31795], [0.80917, -1.62966, -2.42847], [-0.33449, -1.78100, -3.35640], [1.73861, 0.47145, 3.72256], [0.96431, 1.00730, 3.19648], [1.30170, -0.20574, 2.96925], [-1.31918, 0.14490, -1.71247], [-0.45565, 0.22458, -1.36488], [-1.88394, 0.77789, -1.08406], [1.72438, 2.75558, -1.00567], [1.10769, 3.39426, -0.45620], [0.95561, 2.28226, -1.55527], [1.58106, -1.26428, -0.86558], [1.68590, -2.33487, -0.58022], [2.48885, -0.83150, -0.78093], [-1.40820, -3.25801, -0.32744], [-1.84194, -3.91560, -0.86374], [-1.96716, -3.12602, 0.45124], [3.42592, 0.67064, -0.78240], [2.69996, 1.15055, -0.27831], [3.44809, 0.74801, -1.76377], [0.32468, 0.01021, 0.99385], [0.28894, -0.80668, 1.36359], [0.83575, -0.31381, 0.15177], [3.03185, 2.20962, 2.22184], [2.74390, 1.96580, 3.19766], [2.33621, 1.34220, 1.94678], [-0.37843, -2.21820, 2.45588], [-0.93865, -1.91285, 3.27028], [-0.72376, -2.95358, 2.09981], [-2.48164, 1.34161, 1.00154], [-3.20523, 1.21635, 1.72226], [-1.85491, 0.62565, 0.99502], [-1.15418, 2.86893, -1.84403], [-1.67270, 3.09342, -2.81127], [-1.74067, 3.15149, -1.20533]],
  "mulliken_charge": [-0.5713, 0.2918, 0.2943, -0.6173, 0.3701, 0.2738, -0.8127, 0.4147, 0.3671, -0.5054, 0.1269, 0.3263, -0.6949, 0.3259, 0.3643, -0.8123, 0.3718, 0.4558, -0.5418, 0.2620, 0.2942, -0.7228, 0.2702, 0.3337, -0.4411, 0.2453, 0.3509, -0.6825, 0.4218, 0.3647, -0.6202, 0.3303, 0.2073, -0.6126, 0.2953, 0.2802, -0.6277, 0.3248, 0.2989],
  "charge": 0
}



| no. | DFT total energy (a.u.) | largest force on an atom (eV Å⁻¹) |
| --- | --- | --- |
| 1 | -993.611310 | 3.57 |
| 2 | -993.520019 | 12.20 |
| 3 | -993.142857 | 8.79 |
| 4 | -993.179519 | 9.28 |
| 5 | -993.609964 | 1.80 |
| 6 | -993.521455 | 7.70 |